# 1
2 unconnected molecules or ions with the total composition C29H33N3O3 at a distorted geometry, computed with ωB97M-V with the def2-TZVPD basis set.

Orbital gap = 0.2651 Eh
Multiplicity = 1
LUMO = -0.6 eV

Each line ends with the natural charge from an NBO analysis.
Element x y z (Å)
1 C -5.099 0.605 1.215  -0.39
2 N -4.027 1.094 2.090  -0.50
3 C -4.328 2.280 2.901  -0.39
4 C -2.711 0.553 2.021  0.17
5 C -1.782 1.014 1.066  -0.23
6 C -0.519 0.501 1.020  -0.19
7 C -0.103 -0.512 1.912  -0.10
8 C 1.253 -1.011 1.935  -0.07
9 C 2.387 -0.218 1.956  -0.09
10 C 3.684 -0.811 1.944  -0.15
11 C 4.808 -0.064 1.983  -0.10
12 C 6.142 -0.702 1.968  -0.65
13 C 4.720 1.385 2.039  0.54
14 O 5.729 2.085 2.030  -0.59
15 C 3.402 1.986 2.113  -0.09
16 C 3.286 3.457 2.201  -0.65
17 C 2.304 1.202 2.078  -0.16
18 C -1.052 -1.005 2.830  -0.20
19 C -2.309 -0.480 2.892  -0.18
20 H -4.750 -0.251 0.641  0.21
21 H -5.954 0.293 1.810  0.18
22 H -5.417 1.382 0.524  0.17
23 H -3.445 2.585 3.459  0.21
24 H -4.642 3.107 2.269  0.18
25 H -5.124 2.058 3.607  0.18
26 H -2.088 1.771 0.366  0.21
27 H 0.165 0.826 0.258  0.25
28 H 1.399 -2.075 2.023  0.20
29 H 3.769 -1.882 1.908  0.20
30 H 6.934 0.048 2.008  0.25
31 H 6.260 -1.367 2.825  0.22
32 H 6.269 -1.284 1.054  0.22
33 H 4.272 3.921 2.235  0.25
34 H 2.760 3.847 1.329  0.22
35 H 2.743 3.757 3.098  0.22
36 H 1.343 1.667 2.178  0.22
37 H -0.748 -1.775 3.517  0.21
38 H -3.013 -0.843 3.619  0.21
39 C -2.178 2.388 -3.138  -0.25
40 O -1.293 1.298 -3.041  -0.48
41 C -1.879 0.092 -2.642  0.31
42 C -1.052 -1.037 -2.546  0.12
43 N 0.362 -0.891 -2.798  -0.43
44 C 1.191 0.037 -2.310  0.12
45 N 2.413 -0.167 -2.801  -0.40
46 C 3.620 0.613 -2.541  -0.39
47 C 2.380 -1.303 -3.635  -0.11
48 C 1.108 -1.753 -3.633  -0.08
49 C -1.569 -2.289 -2.183  0.30
50 O -0.694 -3.378 -2.129  -0.50
51 C -1.277 -4.577 -1.674  -0.25
52 C -2.932 -2.383 -1.903  -0.31
53 C -3.743 -1.275 -1.980  -0.18
54 C -3.232 -0.050 -2.342  -0.31
55 H -1.616 3.265 -3.459  0.20
56 H -2.950 2.176 -3.879  0.17
57 H -2.618 2.594 -2.162  0.17
58 H 3.397 1.424 -1.851  0.23
59 H 4.377 -0.031 -2.101  0.20
60 H 3.997 1.034 -3.471  0.20
61 H 3.233 -1.737 -4.130  0.22
62 H 0.722 -2.628 -4.127  0.23
63 H -0.504 -5.345 -1.623  0.20
64 H -1.691 -4.426 -0.675  0.18
65 H -2.050 -4.902 -2.374  0.18
66 H -3.361 -3.327 -1.619  0.22
67 H -4.793 -1.366 -1.756  0.22
68 H -3.887 0.801 -2.402  0.22

# 2
A molecular structure, C41H48AsAuN3P, computed with ωB97M-V with the def2-TZVPD basis set.

Orbital gap = 0.1994 Eh
Multiplicity = 1
LUMO = -7.3 eV
Total charge = +2

Each line ends with the Mulliken charge.
Element x y z (Å)
1 Au -0.381 0.607 0.121  0.83
2 C -1.424 0.289 3.200  -0.91
3 P -1.391 1.619 1.981  0.99
4 C -3.122 2.025 1.679  -1.25
5 C -0.583 3.037 2.707  0.76
6 C 0.571 2.840 3.467  -0.63
7 C 1.232 3.928 4.011  -0.74
8 C 0.750 5.213 3.793  -0.59
9 C -0.398 5.411 3.039  -0.73
10 C -1.067 4.326 2.494  -0.69
11 H -0.417 -0.026 3.472  0.15
12 H -1.966 -0.568 2.798  0.37
13 H -1.945 0.666 4.083  0.50
14 H -3.539 2.494 2.572  0.49
15 H -3.662 1.101 1.473  0.41
16 H -3.246 2.701 0.837  0.38
17 H 0.950 1.841 3.646  0.15
18 H 2.119 3.775 4.612  0.47
19 H 1.267 6.062 4.221  0.43
20 H -0.780 6.411 2.881  0.46
21 H -1.965 4.496 1.913  0.37
22 C 2.884 1.581 -2.420  -0.56
23 N 3.472 2.300 -1.312  0.22
24 C 4.918 2.405 -1.293  -0.87
25 C 2.747 2.306 -0.070  0.19
26 C 1.443 3.060 -0.267  0.61
27 C 1.561 4.401 -0.674  -0.96
28 C 0.490 5.152 -1.104  -0.92
29 C -0.770 4.571 -1.193  -0.78
30 C -0.951 3.267 -0.766  -0.29
31 C 0.161 2.568 -0.304  0.41
32 H 3.507 1.717 -3.303  0.44
33 H 1.892 1.976 -2.658  0.21
34 H 2.791 0.499 -2.250  0.05
35 H 5.260 2.951 -2.173  0.38
36 H 5.436 1.436 -1.283  0.18
37 H 5.234 2.962 -0.411  0.31
38 H 3.343 2.841 0.672  0.83
39 H 2.532 1.317 0.350  -1.21
40 H 2.562 4.820 -0.689  0.54
41 H 0.638 6.181 -1.403  0.46
42 H -1.616 5.127 -1.578  0.46
43 H -1.926 2.808 -0.850  0.67
44 C 5.467 -3.151 -1.155  -0.70
45 C 5.312 -1.784 -0.971  -0.86
46 C 4.065 -1.261 -0.662  0.47
47 C 2.973 -2.111 -0.541  0.21
48 C 3.127 -3.485 -0.706  -0.67
49 C 4.376 -3.999 -1.020  -0.79
50 As 1.275 -1.438 0.078  1.52
51 C 1.503 -1.607 2.003  0.92
52 C 1.290 -2.797 2.694  -0.32
53 C 1.567 -2.870 4.053  -0.81
54 C 2.086 -1.771 4.723  -0.74
55 C 2.332 -0.593 4.032  -0.47
56 C 2.034 -0.508 2.678  -0.33
57 C -0.011 -2.791 -0.416  0.44
58 C 0.030 -3.313 -1.706  -0.87
59 C -0.947 -4.204 -2.123  -0.97
60 C -1.974 -4.568 -1.260  -0.57
61 C -2.032 -4.028 0.016  -0.91
62 C -1.054 -3.137 0.437  -0.54
63 H 6.440 -3.556 -1.398  0.41
64 H 6.164 -1.124 -1.064  0.44
65 H 3.959 -0.196 -0.509  -0.05
66 H 2.287 -4.157 -0.592  0.43
67 H 4.497 -5.066 -1.153  0.43
68 H 0.928 -3.677 2.181  0.51
69 H 1.396 -3.797 4.585  0.47
70 H 2.316 -1.840 5.778  0.41
71 H 2.766 0.256 4.545  0.50
72 H 2.226 0.418 2.151  0.46
73 H 0.833 -3.046 -2.383  0.60
74 H -0.897 -4.629 -3.118  0.44
75 H -2.722 -5.283 -1.579  0.56
76 H -2.829 -4.313 0.692  0.47
77 H -1.110 -2.726 1.437  0.46
78 N -2.007 -0.441 -1.157  -0.55
79 C -2.902 -0.624 -1.875  0.24
80 N -3.871 -0.799 -2.724  -0.02
81 C -3.647 -1.561 -3.974  -0.84
82 C -4.285 -2.938 -3.873  0.05
83 C -5.756 -2.832 -3.474  -0.84
84 C -5.919 -2.046 -2.173  -0.45
85 C -5.280 -0.672 -2.292  -0.79
86 H -2.576 -1.607 -4.157  0.51
87 H -4.104 -0.979 -4.778  0.30
88 H -3.740 -3.525 -3.130  -0.17
89 H -4.178 -3.448 -4.832  0.37
90 H -6.185 -3.828 -3.364  0.35
91 H -6.318 -2.337 -4.272  0.35
92 H -5.450 -2.590 -1.346  0.25
93 H -6.974 -1.926 -1.923  0.37
94 H -5.302 -0.117 -1.356  0.43
95 H -5.788 -0.073 -3.051  0.33

# 3
A molecular structure, C6H11N6O2 at a distorted geometry, computed with ωB97M-V with the def2-TZVPD basis set.

Orbital gap (alpha / beta) = 0.2638 / 0.2637 Eh
Energy above the lowest of the compared OMol25 structures with the same formula, charge and spin = 45.86 kcal/mol
Multiplicity = 1
LUMO (alpha / beta) = -5.1 / -5.1 eV
Total charge = +1

Each line ends with the natural charge from an NBO analysis.
Element x y z (Å)
1 C -1.186 1.203 -0.971  -0.07
2 C 1.002 1.766 -0.043  -0.06
3 C -1.024 0.906 1.318  -0.01
4 C 0.735 -0.190 -1.458  -0.06
5 C -1.325 -1.048 -0.149  -0.09
6 C 1.236 0.231 1.757  0.39
7 N 1.111 -2.606 -0.281  0.37
8 N 1.640 -0.810 2.154  0.12
9 N 0.317 1.080 -1.150  -0.46
10 N -1.486 0.385 0.119  -0.45
11 N 0.550 1.243 1.202  -0.50
12 N -0.049 -1.344 -0.867  -0.47
13 O 0.915 -2.909 0.815  -0.05
14 O 1.971 -1.951 2.282  -0.38
15 H -1.447 2.264 -0.816  0.24
16 H -1.786 0.842 -1.793  0.22
17 H 2.184 1.586 -0.260  0.24
18 H 0.820 2.886 0.084  0.24
19 H -1.485 1.875 1.554  0.23
20 H -1.062 0.196 2.104  0.22
21 H 0.558 -0.530 -2.580  0.20
22 H 1.826 -0.288 -1.382  0.24
23 H -1.388 -1.581 0.784  0.23
24 H -2.285 -1.262 -0.723  0.24
25 H -0.340 -1.943 -1.701  0.42

Quick rundown of E, same order as above: -41217.6020, -121570.8998, -19420.4366 eV